DFT (ωB97M-V with the def2-TZVPD basis set) results for a molecular structure, C64H166As2F15N10O22 at a distorted geometry.

Structure (XYZ):
```
279
Properties=species:S:1:pos:R:3:forces:R:3
C -16.931835 24.060142 -16.256495 0.600 -0.265 -0.317
O -15.932111 23.320575 -16.990390 0.918 -0.055 0.171
C -15.131240 22.386393 -16.274771 -0.612 -0.058 0.693
C -15.877955 21.033338 -16.279982 0.167 -0.304 -0.513
N -16.404630 20.832601 -17.697539 -0.010 -1.021 0.560
H -16.577874 21.733112 -18.129543 -0.212 0.903 0.002
H -15.617871 20.422337 -18.179355 0.042 -0.402 -0.582
C -17.673013 20.031440 -17.853984 -0.368 -0.214 0.573
C -17.614006 18.650757 -17.235847 0.895 -0.330 -0.834
O -16.558437 17.923582 -17.902561 -0.628 0.436 0.529
C -16.121794 16.772451 -17.181168 -0.010 0.246 -1.448
H -16.487247 24.761843 -15.548296 0.217 0.096 -0.228
H -17.487397 23.336931 -15.661680 -0.685 0.104 -0.100
H -17.513278 24.597771 -17.031037 0.134 -0.502 0.708
H -14.901892 22.648796 -15.237301 -0.571 0.280 0.138
H -14.115115 22.293703 -16.648885 -0.152 0.132 -0.962
H -16.725623 21.042194 -15.576568 0.267 -0.080 -0.401
H -15.216653 20.150238 -16.114737 -0.487 0.785 0.335
H -17.936783 19.883907 -18.893411 0.201 0.617 -0.316
H -18.431451 20.674616 -17.384234 0.062 -0.532 -0.280
H -18.552067 18.088389 -17.424831 0.226 0.596 0.486
H -17.345044 18.755505 -16.194712 -0.262 -0.360 0.640
H -15.442163 16.327292 -17.901977 0.464 -0.277 0.381
H -16.911506 16.037023 -17.014671 -0.298 0.195 0.254
H -15.614738 17.057263 -16.274876 0.185 -0.080 0.473
C -23.731664 17.186386 -23.051946 -0.081 -1.578 -0.445
O -23.564219 16.158320 -24.107641 -0.266 1.183 0.217
C -24.474307 16.278419 -25.226617 1.083 0.206 0.859
C -24.001424 15.218786 -26.219588 0.790 0.703 0.063
N -22.519313 15.508549 -26.603583 -0.647 -0.302 -0.400
H -22.082428 15.842464 -25.736930 0.112 0.203 0.017
H -22.064785 14.631572 -26.865509 -0.093 0.058 0.080
C -22.308490 16.527429 -27.702320 0.527 0.512 0.759
C -20.902050 17.153592 -27.605523 -0.606 -0.683 -0.389
O -20.727489 17.594128 -26.284904 0.112 -0.083 0.049
C -19.349474 17.815507 -25.969677 -0.325 0.370 -0.031
H -24.713575 17.107171 -22.609079 -0.660 0.213 -0.251
H -23.505695 18.192541 -23.376602 -0.016 0.236 -0.393
H -23.076818 16.908450 -22.236759 0.563 -0.074 -0.084
H -24.392198 17.301353 -25.658417 -0.169 -0.487 0.133
H -25.507617 16.114849 -24.896809 0.123 -0.101 -0.269
H -24.596378 15.245720 -27.120965 -0.065 -0.244 -0.265
H -23.954573 14.232543 -25.771139 -0.364 -0.064 0.059
H -23.107455 17.235101 -27.515146 0.088 0.438 -0.263
H -22.410731 16.113522 -28.692517 -0.355 -0.527 -0.121
H -20.813380 17.932695 -28.385048 -0.069 -0.011 0.426
H -20.140151 16.396036 -27.863686 -0.199 0.085 0.094
H -19.013312 18.712089 -26.495919 0.224 -0.013 0.121
H -18.733184 16.969217 -26.285773 -0.033 0.003 0.140
H -19.309062 17.966173 -24.889036 0.161 -0.033 -0.181
C -28.157327 21.004454 -17.520739 0.603 -0.323 1.151
O -28.514302 22.197896 -18.117865 -0.457 1.308 -0.671
C -28.813541 23.260583 -17.245497 0.771 -0.532 0.219
C -27.901232 24.463025 -17.503289 -0.974 -0.874 2.044
N -27.941028 24.960974 -18.864119 0.602 -0.304 -1.429
H -28.916030 25.014922 -19.188355 0.246 0.229 0.141
H -27.527199 25.890994 -18.843576 -0.343 0.325 -0.257
C -27.145969 24.197528 -19.944470 -0.761 -0.601 -0.008
C -25.666316 24.292521 -19.781408 0.485 0.532 -1.255
O -25.190323 23.282651 -18.955812 -2.257 -0.035 0.788
C -23.839418 23.317310 -18.762138 1.963 -0.437 -0.584
H -27.120747 21.091525 -17.136144 -0.112 -0.303 -0.167
H -28.249985 20.231608 -18.258575 0.137 -0.236 -0.058
H -28.803415 20.785193 -16.660961 -0.103 -0.142 -0.150
H -28.637137 22.992868 -16.206500 0.347 -0.189 0.284
H -29.877446 23.421237 -17.233131 -0.580 0.718 -0.580
H -26.894889 24.213552 -17.175660 0.197 0.007 -0.585
H -28.247390 25.248613 -16.826687 0.003 0.191 -0.226
H -27.458955 24.658027 -20.876277 0.025 0.115 -0.084
H -27.439596 23.136566 -19.961777 -0.208 0.519 0.292
H -25.385750 25.331070 -19.526674 0.237 -0.255 0.556
H -25.224081 24.174852 -20.796373 -0.200 -0.043 0.295
H -23.523509 24.185638 -18.175473 0.208 0.132 -0.342
H -23.358322 23.234390 -19.758946 0.285 0.545 0.616
H -23.508027 22.424989 -18.229364 -0.274 -0.038 0.130
C -21.763435 18.890364 -15.267154 1.110 -0.382 -0.214
O -21.449953 19.795930 -14.247795 -0.322 0.798 1.229
C -22.383323 20.881015 -14.189828 0.626 -1.086 0.337
C -21.847629 21.938996 -13.287349 -0.168 1.220 0.216
N -21.670652 21.506010 -11.863390 0.397 0.812 -0.138
H -21.464279 22.282405 -11.214069 0.268 0.333 -0.221
H -22.567028 21.217512 -11.505967 -0.514 -0.573 0.126
C -20.639342 20.476638 -11.512202 -0.443 -0.093 0.123
C -20.605730 20.456482 -9.996140 0.360 -1.026 1.247
O -20.584934 21.745308 -9.449307 0.296 0.002 -0.009
C -19.246517 22.295815 -9.182785 -0.456 -1.072 -1.865
H -22.679886 18.355636 -15.108720 -0.946 0.320 -0.155
H -21.033488 18.079842 -15.281336 0.425 0.283 0.103
H -21.644478 19.478703 -16.160605 -0.617 -0.381 -1.044
H -23.351599 20.502363 -13.827598 -0.087 0.102 -0.217
H -22.491231 21.360996 -15.156647 -0.248 -0.083 -0.421
H -22.557442 22.800354 -13.310341 0.524 -0.580 0.259
H -20.894052 22.310669 -13.650079 0.168 -0.069 0.058
H -19.640078 20.715722 -11.865345 -0.223 0.655 -0.413
H -20.944272 19.578470 -12.029967 0.051 -0.429 0.296
H -19.741326 19.851510 -9.701412 0.230 0.210 0.022
H -21.424757 19.922874 -9.491373 -0.319 0.156 -0.559
H -18.718894 21.767572 -8.379071 -0.508 0.471 0.153
H -19.472407 23.346985 -9.082093 0.635 0.166 0.502
H -18.682078 22.089344 -10.124719 0.051 0.587 0.685
C -27.281132 13.365253 -14.258334 -1.003 -0.311 0.105
O -26.095553 12.617522 -14.092416 0.345 -0.948 0.052
C -26.317329 11.194972 -14.173428 -1.116 1.517 -0.318
C -25.456583 10.479280 -13.234077 1.684 -0.138 0.369
N -23.944573 10.822251 -13.436438 -0.965 -1.061 -1.519
H -23.422141 9.996728 -13.124394 0.067 0.238 -0.226
H -23.851982 10.924431 -14.463754 0.126 -0.187 0.456
C -23.418605 12.039017 -12.825671 -1.930 1.128 1.397
C -22.293818 12.692655 -13.555153 0.798 -0.572 0.172
O -22.668191 13.099183 -14.828318 0.264 -0.415 -0.233
C -23.115394 14.437993 -14.924890 0.003 0.241 -1.535
H -27.973687 13.042224 -13.461635 0.077 0.832 -0.096
H -27.800642 13.170785 -15.188662 0.080 -0.434 -0.498
H -27.061329 14.432032 -14.323494 0.181 -0.121 0.639
H -26.217983 10.898909 -15.204919 0.315 -0.321 -0.523
H -27.330484 10.871478 -13.884075 -0.028 0.478 -0.062
H -25.528349 9.424470 -13.421560 -0.027 -0.593 -0.031
H -25.710930 10.653719 -12.203130 0.103 0.268 0.434
H -23.331604 11.793579 -11.791694 1.193 -0.177 0.866
H -24.259052 12.723587 -12.741378 -0.154 0.212 -0.643
H -21.483517 11.962821 -13.669544 0.212 0.165 0.032
H -21.923190 13.550726 -12.992645 0.076 -0.179 0.324
H -22.667972 15.118300 -14.196606 -0.333 -0.218 0.262
H -24.178319 14.447498 -15.060056 -0.977 0.179 1.068
H -22.842009 14.778394 -15.915258 0.763 0.232 -0.372
C -24.452876 23.229940 -29.669456 0.108 0.269 -1.763
O -23.759066 22.724175 -28.573034 0.753 0.057 1.063
C -23.035827 23.728507 -27.878501 -0.068 -0.966 1.095
C -22.319950 22.910025 -26.715170 0.808 0.590 -1.954
N -23.055776 21.685940 -26.358311 -0.555 -0.536 1.223
H -23.834696 21.902511 -25.711871 0.513 -0.068 0.021
H -23.540886 21.366066 -27.190252 -0.007 0.041 -0.753
C -22.262135 20.514460 -25.738468 -1.701 0.586 -0.124
C -21.945164 20.811134 -24.265586 0.772 -0.051 -0.755
O -23.135173 21.197685 -23.615519 0.805 -0.962 -1.400
C -23.000899 21.665371 -22.305863 -0.981 0.755 0.808
H -23.727396 23.678816 -30.368059 -0.346 0.141 0.153
H -25.223656 23.952543 -29.406381 -0.011 0.041 0.162
H -24.886418 22.390576 -30.201109 -0.248 -0.077 0.087
H -23.724870 24.483763 -27.481647 0.034 -0.105 0.073
H -22.294287 24.262197 -28.504153 -0.195 -0.489 0.235
H -22.098675 23.504260 -25.857299 -0.078 0.347 0.661
H -21.371027 22.547268 -27.116602 0.014 0.127 0.021
H -21.478199 20.211396 -26.429926 0.453 0.525 0.399
H -22.986120 19.698406 -25.817455 -0.002 -0.040 0.381
H -21.152676 21.551839 -24.181241 -0.078 0.618 -0.045
H -21.441027 19.921948 -23.873601 -0.497 -0.337 0.345
H -22.631145 22.667435 -22.211949 0.836 0.528 -0.562
H -22.458722 21.061837 -21.582264 0.086 -0.523 -0.315
H -24.029224 21.795910 -22.019821 -0.536 -0.387 0.667
C -19.887236 12.268842 -20.635701 -0.764 -1.076 0.790
O -20.642354 12.173879 -19.410951 0.207 0.985 -0.190
C -20.003759 12.858412 -18.337291 -0.065 -1.475 0.248
C -20.488503 12.172596 -17.066378 -0.567 0.497 0.249
N -20.482104 10.652497 -17.108120 0.671 0.937 0.315
H -21.198687 10.268929 -16.498430 0.125 0.146 0.415
H -20.854053 10.405331 -18.030172 0.523 -0.243 -0.564
C -19.152317 9.920040 -16.874651 -1.908 -0.826 -0.493
C -19.444970 8.488544 -17.417352 0.998 0.951 0.315
O -20.158668 8.556144 -18.605915 -0.309 0.738 -0.388
C -20.450705 7.247689 -19.112634 1.140 -0.279 0.391
H -19.027377 11.621863 -20.475475 0.411 0.267 -0.579
H -19.686506 13.265296 -20.952868 0.619 1.113 0.375
H -20.512543 11.916870 -21.436308 -0.309 -0.742 -0.160
H -20.183826 13.907318 -18.248316 -1.149 0.746 -0.099
H -18.939208 12.864468 -18.438052 1.132 -0.785 -0.200
H -21.539325 12.449444 -16.971361 0.008 -0.049 0.149
H -19.973951 12.566371 -16.183046 0.005 -0.412 -0.125
H -18.902826 9.852009 -15.810784 -0.271 0.286 -0.182
H -18.405366 10.493637 -17.384120 0.422 0.057 -0.507
H -20.033877 7.963280 -16.672697 0.032 -0.383 0.371
H -18.475719 8.016546 -17.560574 0.095 -0.442 0.150
H -21.163038 7.336034 -19.910647 -0.206 0.093 -0.315
H -20.862168 6.658282 -18.288877 -0.017 -0.238 -0.248
H -19.490511 6.807893 -19.468684 -0.807 0.004 0.149
C -26.067748 12.517092 -23.023503 0.848 -0.413 -0.813
O -25.285835 13.443594 -22.302771 0.245 0.025 0.739
C -24.379454 12.838665 -21.386515 -1.103 -0.160 -0.132
C -23.514278 13.942349 -20.816134 -0.321 -1.094 -0.412
N -24.186570 14.482242 -19.645289 -0.406 0.998 0.961
H -24.431159 13.711150 -19.004039 -0.156 0.172 -0.510
H -23.517070 15.047654 -19.066537 0.531 -0.100 0.004
C -25.434832 15.346107 -19.772927 0.448 -0.466 0.739
C -26.064931 15.183941 -18.401522 -0.988 0.606 -0.040
O -26.386214 13.809521 -18.196173 -0.789 0.049 0.150
C -27.809984 13.533870 -18.373254 0.535 -0.242 0.277
H -25.387798 11.741184 -23.423246 -0.378 0.123 -0.092
H -26.511854 13.069716 -23.838212 -0.142 0.046 -0.248
H -26.862148 12.015247 -22.494243 -0.223 0.013 0.694
H -23.850108 12.026233 -21.895231 0.338 0.153 0.033
H -24.937946 12.376903 -20.540141 0.130 -0.033 -0.424
H -23.421985 14.686870 -21.583453 0.324 0.561 -0.175
H -22.554315 13.543057 -20.496075 0.128 0.200 0.034
H -26.079918 15.037809 -20.580093 -0.170 -0.603 -0.039
H -25.184854 16.366995 -20.009820 0.497 0.206 0.217
H -26.915224 15.860610 -18.300544 -0.360 -0.425 -0.464
H -25.464595 15.546104 -17.562515 0.846 -0.403 -0.229
H -28.022747 12.541941 -17.958728 0.211 0.296 0.189
H -28.123227 13.480274 -19.409620 0.231 0.320 -0.358
H -28.378889 14.314690 -17.873188 -0.160 -0.112 0.039
C -25.088326 17.945257 -15.847831 -0.442 -0.543 0.307
O -25.172274 18.001545 -14.394885 0.260 0.180 -0.274
C -26.265590 18.700007 -13.807325 -0.045 -0.678 -0.980
C -26.499399 18.061884 -12.451656 -0.399 0.851 0.731
N -25.169624 18.013197 -11.727445 0.581 -0.221 -0.389
H -24.479156 18.009667 -12.512255 -0.118 -0.265 0.534
H -25.023835 18.889167 -11.214015 -0.155 -0.251 -0.049
C -24.844594 16.842643 -10.802332 0.182 0.140 -0.455
C -23.390076 16.968350 -10.332012 -0.388 -1.183 0.601
O -22.525383 16.935309 -11.428098 -0.911 0.818 -1.358
C -21.165255 16.762564 -11.123070 0.120 -0.511 -0.644
H -25.992133 17.520539 -16.282623 -0.459 0.347 0.168
H -24.350206 17.172376 -16.073441 0.389 0.496 0.040
H -24.885020 18.913905 -16.322841 0.137 -0.226 0.281
H -27.154889 18.564512 -14.421998 -0.237 -0.001 0.056
H -26.089732 19.784125 -13.764602 0.162 -0.122 0.226
H -26.961294 17.075853 -12.459703 0.379 -0.076 -0.292
H -27.166356 18.710139 -11.877593 0.017 -0.164 0.080
H -25.027131 15.926749 -11.369309 0.278 0.191 -0.195
H -25.558591 16.807585 -9.982755 0.093 0.398 0.169
H -23.165599 16.135938 -9.650186 -0.260 -0.173 -0.122
H -23.257297 17.823128 -9.685000 0.082 0.841 0.016
H -20.804261 17.582988 -10.524124 0.262 -0.209 0.879
H -20.544787 16.755107 -12.014866 -0.412 0.379 -0.571
H -21.068615 15.739857 -10.793597 0.507 -0.090 1.222
C -16.815904 9.919027 -21.629317 -0.974 -1.102 -0.458
O -16.359357 11.149661 -21.080808 -0.650 -0.387 -0.461
C -14.974072 11.208854 -20.889889 0.801 0.582 0.714
C -14.406275 12.420213 -21.655276 -0.010 -0.439 -0.187
N -15.472348 13.472406 -21.779832 0.316 0.603 -1.796
H -15.092340 14.254891 -22.405003 -0.853 -1.137 0.910
H -16.295958 13.014393 -22.255861 0.918 0.657 0.644
C -15.869343 14.079662 -20.461725 0.686 0.386 -1.146
C -16.748474 15.330916 -20.720202 -0.281 -1.754 0.676
O -16.183662 16.108614 -21.708877 -0.096 1.491 -0.130
C -16.740032 17.470150 -21.731378 1.277 -0.046 -0.470
H -17.106411 9.163468 -20.900487 0.179 0.280 0.630
H -16.134149 9.397050 -22.283458 0.849 0.300 -0.144
H -17.700481 10.019920 -22.260361 -0.079 0.770 0.174
H -14.507825 10.288082 -21.180994 0.424 -0.330 -0.571
H -14.707651 11.286462 -19.836580 -0.359 0.214 0.296
H -14.062361 12.116399 -22.632107 -0.419 0.047 -0.625
H -13.517918 12.876327 -21.236414 -0.030 0.045 0.616
H -14.898754 14.274572 -20.005601 -0.183 0.460 0.261
H -16.328684 13.261823 -19.939294 -0.613 0.032 0.503
H -16.877316 15.827584 -19.755046 -0.052 0.273 -0.088
H -17.727407 14.954934 -21.054350 -0.166 0.161 0.188
H -16.139535 18.026565 -22.465106 -0.207 -0.370 0.107
H -16.562877 17.980665 -20.775304 -0.326 -0.422 0.000
H -17.785190 17.517463 -22.049467 0.018 -0.369 0.282
C -21.820683 16.582352 -18.505990 -1.234 -0.516 -0.937
O -22.957943 17.185825 -19.191036 -0.054 0.302 0.373
O -22.119383 15.341267 -18.089377 0.320 1.365 -0.372
C -20.680556 16.706359 -19.535762 -0.182 -0.944 0.330
F -20.272526 17.972974 -19.504482 0.961 0.213 -0.717
F -19.685083 15.927786 -19.060761 1.074 -0.049 -0.339
F -20.862775 16.329023 -20.843345 -0.114 0.387 1.095
C -22.874240 18.604262 -19.418857 0.130 -0.106 -1.657
C -24.240472 19.161622 -19.809374 0.638 0.669 1.676
H -25.016736 18.848639 -19.121403 -0.253 -0.294 -0.074
H -24.188997 20.249844 -19.687875 0.014 -0.010 -0.229
H -24.518972 18.953363 -20.819342 -0.221 -0.349 -0.577
H -22.220625 18.833463 -20.301633 -0.213 -0.345 0.692
H -22.363686 19.080637 -18.578693 -0.401 0.174 0.240
H -21.457232 17.346933 -17.779909 -0.316 -0.402 0.538
As -19.799970 22.811600 -19.590671 -0.284 -3.753 0.926
F -18.389254 22.483740 -18.579621 0.141 0.390 -0.092
F -20.763427 22.838637 -18.099838 0.172 0.189 -0.489
F -21.191215 22.973671 -20.562916 -0.682 0.213 -0.106
F -18.863396 22.578176 -21.008363 0.364 0.010 -0.125
F -20.065086 21.018772 -19.553263 0.001 0.687 -0.092
F -19.523330 24.425350 -19.531265 0.355 2.295 0.170
As -28.306879 18.073937 -20.098011 0.571 -2.062 -2.926
F -29.575582 18.655759 -19.120636 -0.013 0.259 -0.030
F -28.672630 16.424295 -19.564627 0.088 0.605 -0.511
F -26.826849 17.384264 -21.040991 -1.656 0.807 0.531
F -27.816285 19.685895 -20.577332 -0.235 -0.725 0.287
F -27.156743 18.085541 -18.769159 -0.052 0.573 0.498
F -29.330917 17.845146 -21.569854 1.470 0.489 2.057
```
Positions in Å, forces in eV/Å.

The charge is +7. For the total energy, the calculation gives -291369.5525 eV. For the HOMO energy, the calculation gives -19.47 eV. Its maximum force is 0.0754 Eh/bohr. Its LUMO energy is -0.423 Eh. Its HOMO-LUMO gap is 8.0 eV.

Here are the Löwdin charges for atoms 1 to 8, given in e: atom 1 (C): -0.046, atom 2 (O): -0.205, atom 3 (C): -0.176, atom 4 (C): -0.072, atom 5 (N): 0.075, atom 6 (H): 0.131, atom 7 (H): 0.174, atom 8 (C): -0.112